DFT (the ωB97M-V functional and the def2-TZVPD basis) results for C7H19NSi in the gas phase.

Each atom is followed by the atoms it is bonded to, with distances in Å.
Positions of all 28 atoms, in Å:
1 C -1.758 -2.230 -0.984  C2 1.520, H10 1.108, H11 1.095, H12 1.115
2 C -1.085 -1.458 0.139  C1 1.520, N3 1.489, H13 1.095, H14 1.092
3 N 0.143 -0.743 -0.307  C2 1.489, C4 1.481, Si6 1.838
4 C 1.464 -1.285 0.089  N3 1.481, C5 1.517, H15 1.091, H16 1.116
5 C 1.810 -1.088 1.553  C4 1.517, H17 1.084, H18 1.093, H19 1.080
6 Si -0.011 1.085 -0.181  N3 1.838, C7 1.835, C8 1.891, C9 1.880
7 C -0.806 1.582 1.395  Si6 1.835, H20 1.089, H21 1.108, H22 1.092
8 C -1.144 1.628 -1.595  Si6 1.891, H23 1.073, H24 1.097, H25 1.085
9 C 1.601 1.986 -0.532  Si6 1.880, H26 1.070, H27 1.084, H28 1.090
10 H -1.094 -3.015 -1.394  C1 1.108
11 H -2.004 -1.562 -1.817  C1 1.095
12 H -2.659 -2.793 -0.644  C1 1.115
13 H -1.744 -0.703 0.579  C2 1.095
14 H -0.760 -2.164 0.907  C2 1.092
15 H 1.460 -2.346 -0.161  C4 1.091
16 H 2.241 -0.817 -0.562  C4 1.116
17 H 1.007 -1.295 2.250  C5 1.084
18 H 2.627 -1.741 1.873  C5 1.093
19 H 2.095 -0.058 1.706  C5 1.080
20 H -1.842 1.257 1.483  C7 1.089
21 H -0.251 1.225 2.285  C7 1.108
22 H -0.828 2.674 1.410  C7 1.092
23 H -2.081 1.107 -1.587  C8 1.073
24 H -0.693 1.527 -2.590  C8 1.097
25 H -1.356 2.675 -1.402  C8 1.085
26 H 1.320 3.018 -0.563  C9 1.070
27 H 2.425 1.889 0.166  C9 1.084
28 H 1.924 1.645 -1.516  C9 1.090

The LUMO energy is 0.9574 eV. Its energy above the lowest of the compared OMol25 structures with the same formula, charge and spin is 7.8 kcal per mole. The SMILES is CCN(CC)[Si](C)(C)C. The value obtained for the orbital gap is 9.114 eV.